C5H9N | ωB97M-V with the def2-TZVPD basis set

CARTESIAN COORDINATES (ANGSTROEM)
C 0.13465 0.59439 0.60422
C 1.44900 0.74629 0.78015
N 2.05525 1.62135 1.63499
C -0.37190 0.21359 -0.73159
C -1.13478 -1.14299 -0.45112
C -2.00530 -1.77830 -1.35415
H -0.58006 0.56542 1.41312
H 2.04392 0.34660 -0.02699
H 3.09970 1.67904 1.72926
H 1.53610 2.07649 2.40227
H 0.26211 0.06029 -1.62303
H -1.13055 1.04035 -1.21820
H -0.73336 -1.70658 0.39263
H -2.60139 -2.67267 -1.11148
H -2.02340 -1.64326 -2.44008

## Properties
Gap between HOMO and LUMO (spin up / spin down) ... 9.11 / 5.80 eV
Charge ... +1
Spin multiplicity ... 2
Expectation value of S² ... 0.761
HOMO level (spin up / spin down) ... -13.1 / -13.0 eV
E_LUMO (spin up / spin down) ... -0.14473 / -0.26579 Ha

Atomic partial charges in e from the Löwdin method, atoms 1 to 8: atom 1 (C): -0.03, atom 2 (C): -0.07, atom 3 (N): 0.21, atom 4 (C): -0.18, atom 5 (C): -0.14, atom 6 (C): 0.05, atom 7 (H): 0.15, atom 8 (H): 0.15

---

C5H9N2 | ωB97M-V with the def2-TZVPD basis set

CARTESIAN COORDINATES (ANGSTROEM)
C 0.29306 -1.71384 0.51452
C -0.95853 0.30017 0.18637
C 0.34742 -0.50298 -0.28821
C -0.82748 1.79419 0.47978
C 1.31368 -0.06578 -1.24767
N -1.45156 -0.52632 1.24764
N -0.85025 -1.56025 1.40666
H 0.18462 -2.62680 -0.08972
H 1.17689 -1.91187 1.13436
H -1.68390 0.17209 -0.63208
H -1.42610 2.38749 -0.20250
H 0.20612 2.12227 0.41774
H -1.19112 1.97147 1.48942
H 2.19786 0.28830 -0.69467
H 0.96690 0.76056 -1.86625
H 1.70238 -0.88869 -1.85539

## Properties
Gap between HOMO and LUMO ... 7.25 eV
Charge ... +1
HOMO level ... -14.2 eV
E_LUMO ... -0.25430 Ha

Atomic partial charges in e from the Löwdin method, atoms 1 to 8: atom 1 (C): -0.10, atom 2 (C): -0.26, atom 3 (C): 0.01, atom 4 (C): 0.00, atom 5 (C): 0.02, atom 6 (N): 0.06, atom 7 (N): 0.05, atom 8 (H): 0.18

---

C5H9N2 | ωB97M-V with the def2-TZVPD basis set

CARTESIAN COORDINATES (ANGSTROEM)
C 0.71979 1.00923 1.18253
C -0.61767 1.60191 1.17300
C 0.80166 -0.09959 0.46757
C -1.08924 -0.19035 -0.06249
C 1.73175 -1.15546 0.09227
N -1.52223 1.00503 0.50575
N -1.25402 -0.20714 -1.53642
H 1.51481 1.49822 1.71662
H -0.85259 2.51237 1.69708
H -1.50407 -1.07921 0.40576
H 1.42191 -1.67190 -0.81575
H 1.80936 -1.89295 0.89344
H 2.72553 -0.73214 -0.06288
H -0.71082 -0.97699 -1.95053
H -0.92621 0.69327 -1.91436
H -2.24796 -0.31431 -1.79159

## Properties
Gap between HOMO and LUMO ... 9.75 eV
Charge ... +1
HOMO level ... -13.7 eV
E_LUMO ... -0.14680 Ha

Atomic partial charges in e from the Löwdin method, atoms 1 to 8: atom 1 (C): -0.04, atom 2 (C): -0.09, atom 3 (C): -0.09, atom 4 (C): -0.21, atom 5 (C): -0.06, atom 6 (N): 0.04, atom 7 (N): 0.23, atom 8 (H): 0.12

---

C5H9N2 | ωB97M-V with the def2-TZVPD basis set

CARTESIAN COORDINATES (ANGSTROEM)
C 2.02260 0.18951 -1.13581
C 2.03414 1.20204 -0.18880
C 0.70770 -0.47266 -1.07898
C 0.84459 1.04238 0.63612
C -1.42847 0.14091 -0.12929
N -0.02150 0.15809 -0.14001
N -1.68785 -1.78042 0.42989
H 2.67351 0.20548 -1.92296
H 2.81743 1.91591 -0.15983
H 1.05891 0.52249 1.55937
H 0.41770 2.03002 0.97481
H -2.13224 0.61553 0.47907
H -1.99861 -0.00605 -1.06164
H -2.66460 -2.08184 1.18936
H -1.66833 -2.06032 -0.55533
H -0.97498 -1.62108 1.10403

## Properties
Gap between HOMO and LUMO ... 7.73 eV
Charge ... +1
HOMO level ... -12.6 eV
E_LUMO ... -0.17999 Ha

Atomic partial charges in e from the Löwdin method, atoms 1 to 8: atom 1 (C): -0.03, atom 2 (C): 0.01, atom 3 (C): 0.02, atom 4 (C): -0.15, atom 5 (C): 0.10, atom 6 (N): -0.19, atom 7 (N): 0.11, atom 8 (H): 0.07

---

C5H9N2 | ωB97M-V with the def2-TZVPD basis set

CARTESIAN COORDINATES (ANGSTROEM)
C -2.17647 -0.04990 0.02349
N -0.76510 0.20534 -0.03771
C -0.11660 1.07807 -0.82959
N 1.19713 1.06870 -0.51113
C 1.53338 0.15699 0.50395
C 1.23243 -1.28067 -0.01472
C 0.19097 -0.56514 0.69767
H -2.74065 0.63558 -0.47870
H -2.28132 -0.97908 -0.56996
H -2.67851 -0.21862 1.00983
H -0.59662 1.73674 -1.52641
H 1.85841 1.82370 -0.68632
H 2.33646 0.45798 1.19966
H 1.67759 -2.00208 0.61492
H 1.37874 -1.31640 -1.15762
H -0.04984 -0.75121 1.76264

## Properties
Gap between HOMO and LUMO ... 10.23 eV
Charge ... +1
SMILES string ... CN1C=[NH+][C@@H]2C[C@@H]21
HOMO level ... -13.9 eV
E_LUMO ... -0.13498 Ha

Atomic partial charges in e from the Löwdin method, atoms 1 to 8: atom 1 (C): 0.01, atom 2 (N): -0.07, atom 3 (C): 0.04, atom 4 (N): 0.09, atom 5 (C): -0.16, atom 6 (C): 0.00, atom 7 (C): -0.19, atom 8 (H): 0.06

---

C5H9N2 | ωB97M-V with the def2-TZVPD basis set

CARTESIAN COORDINATES (ANGSTROEM)
C -1.67843 0.77798 0.33408
C -1.45549 -0.43661 -0.21153
N -1.31636 -1.37292 -1.17913
C -0.50207 -1.60109 -0.05405
C 0.87340 -0.77848 0.37889
C 1.58987 0.31643 -0.22537
N 1.28116 1.55198 0.06056
H -2.22997 1.62984 -0.04777
H -0.95958 1.10941 1.09154
H -1.12469 -1.28698 -2.13958
H -0.69745 -2.25834 0.73501
H 0.54672 -0.39023 1.32311
H 1.60800 -1.49478 0.63567
H 2.18609 0.15854 -1.12858
H 1.40269 2.36721 -0.38986
H 0.47612 1.70804 0.81700

## Properties
Gap between HOMO and LUMO ... 7.47 eV
Charge ... +1
SMILES string ... C=C1N[C@H]1CC=[NH2+]
HOMO level ... -12.9 eV
E_LUMO ... -0.20066 Ha

Atomic partial charges in e from the Löwdin method, atoms 1 to 8: atom 1 (C): 0.05, atom 2 (C): -0.25, atom 3 (N): 0.14, atom 4 (C): -0.10, atom 5 (C): -0.09, atom 6 (C): -0.01, atom 7 (N): 0.24, atom 8 (H): 0.07

---

Q: Which energy relative to the best compared isomer or geometry (same formula, charge and spin) values were calculated for the entries above? A: 2.2486, 4.8381, 3.3050, 7.1606, 2.6845, 6.2786, in eV.
Q: Which max |F| values were calculated for the entries above? A: 4.838, 2.827, 4.631, 6.413, 3.414, 6.786, in eV/Å.